No. 1
{
  "formula": "C4H8N2O",
  "method": "ωB97M-V/def2-TZVPD",
  "lumo_energy_ha": 0.040,
  "de_lowest_kcal_mol": 120.4,
  "homo_energy_ha": -0.326,
  "orbital_gap_ev": 9.968,
  "species": ["C", "N", "C", "C", "C", "O", "N", "H", "H", "H", "H", "H", "H", "H", "H"],
  "positions_angstrom": [[-2.4513, -0.2662, -0.5255], [-0.3192, -0.7880, 0.6738], [0.4204, 0.1820, 0.0997], [2.7932, -0.5092, 0.2707], [0.4361, 1.5047, 0.1476], [-1.7687, -0.2100, 0.7047], [1.7066, -0.6364, -0.3419], [-0.3482, -1.6581, 0.1449], [-2.6077, -1.3017, -0.8551], [-3.4206, 0.2108, -0.3683], [-1.9187, 0.2828, -1.3134], [2.9124, 0.0560, 1.1993], [3.6826, -0.9625, -0.1593], [-0.4334, 2.0482, 0.4731], [1.3164, 2.0475, -0.1502]],
  "atomic_forces_ev_per_a": [[0.49, -0.25, -0.57], [-4.87, 0.85, -0.05], [5.64, -1.44, 0.05], [-0.16, 0.47, 0.39], [-0.47, -0.13, -0.18], [1.78, -1.15, 0.98], [-2.31, 1.60, -0.66], [-0.01, 0.14, -0.11], [-0.05, 0.09, 0.03], [0.11, -0.06, 0.14], [-0.04, -0.05, 0.06], [-0.02, 0.20, -0.06], [-0.01, -0.31, 0.14], [-0.11, 0.07, 0.06], [0.04, -0.03, -0.22]]
}

***

No. 2
{
  "formula": "C43H52FN4O3P2RuS",
  "method": "ωB97M-V/def2-TZVPD",
  "lumo_energy_ha": [-0.177, -0.175],
  "charge": 1,
  "homo_energy_ha": [-0.346, -0.346],
  "orbital_gap_ev": [4.600, 4.656],
  "species": ["Ru", "C", "C", "C", "P", "C", "C", "C", "C", "C", "C", "C", "C", "C", "N", "C", "C", "C", "C", "C", "C", "P", "C", "C", "C", "C", "C", "C", "H", "H", "H", "H", "H", "H", "H", "H", "H", "H", "H", "H", "H", "H", "H", "H", "H", "H", "H", "H", "H", "H", "H", "H", "H", "H", "H", "H", "H", "H", "H", "H", "H", "H", "H", "H", "C", "C", "C", "C", "C", "C", "C", "F", "C", "C", "C", "O", "C", "C", "N", "C", "C", "O", "O", "H", "H", "H", "H", "H", "H", "H", "H", "H", "H", "H", "C", "C", "C", "C", "N", "C", "S", "N", "H", "H", "H", "H", "H"],
  "positions_angstrom": [[-0.2667, 0.5676, 0.4211], [-3.2385, 2.5485, 1.8964], [-2.1052, 3.4804, 1.4458], [-2.1535, 4.7597, 2.2904], [-0.4839, 2.6340, 1.4902], [0.7651, 3.9500, 1.0882], [1.4296, 3.6125, -0.2516], [1.8216, 4.1394, 2.1761], [-0.4148, 2.1323, 3.2395], [-0.3472, 2.9683, 4.3510], [-0.3800, 2.4428, 5.6349], [-0.4803, 1.0689, 5.8108], [-0.5469, 0.2213, 4.7188], [-0.5274, 0.7525, 3.4253], [-0.5121, -0.0430, 2.2586], [-0.2304, -1.4421, 2.3970], [-1.0989, -2.3656, 2.9428], [-0.6842, -3.6890, 3.0511], [0.5828, -4.0626, 2.6205], [1.4251, -3.1273, 2.0287], [1.0125, -1.8058, 1.9004], [1.8618, -0.3583, 1.1534], [3.2550, -0.8545, 0.0783], [2.7813, -1.2400, -1.3206], [4.2408, -1.8906, 0.6210], [2.6257, 0.4565, 2.6339], [2.9919, -0.4864, 3.7795], [3.8280, 1.3187, 2.2203], [-4.1995, 3.0506, 1.7609], [-3.1341, 2.3025, 2.9560], [-3.2661, 1.6222, 1.3276], [-2.2242, 3.7241, 0.3927], [-2.3232, 4.5276, 3.3423], [-2.9945, 5.3676, 1.9490], [-1.2583, 5.3789, 2.2192], [0.2011, 4.8716, 0.9509], [2.0194, 2.6988, -0.1769], [2.0891, 4.4337, -0.5421], [0.7034, 3.4574, -1.0467], [2.2479, 3.1875, 2.4854], [1.4270, 4.6296, 3.0660], [2.6318, 4.7624, 1.7898], [-0.2517, 4.0370, 4.2199], [-0.3307, 3.1014, 6.4927], [-0.4994, 0.6519, 6.8096], [-0.6147, -0.8458, 4.8683], [-2.0844, -2.0556, 3.2685], [-1.3526, -4.4276, 3.4747], [0.9132, -5.0871, 2.7320], [2.3944, -3.4435, 1.6774], [3.7838, 0.0982, -0.0202], [2.2587, -2.2006, -1.3042], [3.6444, -1.3352, -1.9838], [2.1171, -0.4894, -1.7364], [3.8499, -2.9011, 0.5177], [4.5193, -1.7291, 1.6609], [5.1519, -1.8346, 0.0215], [1.8400, 1.1179, 2.9943], [3.7479, -1.2187, 3.4931], [2.1275, -1.0304, 4.1561], [3.3982, 0.1068, 4.6024], [4.7088, 0.7014, 2.0291], [4.0780, 2.0116, 3.0251], [3.6304, 1.9139, 1.3260], [0.9488, -2.4672, -6.4444], [0.5774, -3.4884, -5.3917], [1.6403, -4.5566, -5.1914], [1.0604, -5.6791, -4.3427], [0.3990, -5.1264, -3.0977], [0.1321, -5.9422, -2.0233], [-0.4015, -5.4110, -0.8505], [-0.6527, -6.2513, 0.1674], [-0.6241, -4.0780, -0.6916], [-0.3380, -3.2227, -1.7639], [-0.3998, -1.7790, -1.5612], [-0.7055, -1.3567, -0.4069], [-0.0790, -0.9729, -2.6643], [0.2061, -1.5719, -3.8709], [0.3025, -2.8836, -4.0590], [0.1118, -3.7501, -2.9749], [0.0262, 0.5193, -2.6352], [0.0914, 1.1443, -3.6723], [0.0797, 1.1063, -1.4575], [1.1427, -3.0016, -7.3735], [1.8522, -1.9153, -6.1745], [0.1455, -1.7565, -6.6393], [-0.3457, -3.9890, -5.6974], [2.5029, -4.1063, -4.6898], [1.9711, -4.9341, -6.1582], [1.8387, -6.3826, -4.0458], [0.3317, -6.2447, -4.9299], [0.3410, -7.0048, -2.0765], [-0.9937, -3.6678, 0.2384], [0.3694, -0.9222, -4.7180], [-6.9434, 3.0515, -2.9856], [-5.5205, 3.2991, -2.5790], [-4.9327, 4.5547, -2.6508], [-3.6293, 4.6622, -2.2099], [-2.9372, 3.6272, -1.7309], [-3.5854, 2.4623, -1.7223], [-2.7583, 0.9895, -1.2051], [-4.8343, 2.2492, -2.1240], [-7.3798, 3.9256, -3.4660], [-7.5364, 2.8036, -2.1036], [-6.9940, 2.2000, -3.6633], [-5.4728, 5.4096, -3.0334], [-3.1079, 5.6135, -2.2303]],
  "atomic_forces_ev_per_a": [[-2.47, -0.15, 0.31], [0.07, -0.01, -0.03], [-0.37, -0.16, 0.19], [0.07, 0.05, -0.07], [0.70, 0.15, -0.21], [0.18, -0.24, -0.02], [-0.14, 0.13, -0.01], [-0.11, 0.21, 0.06], [0.06, 0.21, 0.01], [0.03, -0.02, -0.08], [-0.03, -0.03, -0.06], [-0.01, -0.03, 0.03], [-0.06, -0.05, -0.12], [-0.08, -0.05, 0.26], [-0.12, 0.20, -1.72], [-0.02, 0.37, 0.10], [-0.12, -0.13, 0.16], [0.02, 0.08, 0.01], [-0.01, 0.08, -0.01], [-0.05, -0.04, -0.01], [0.46, -0.26, -0.28], [-0.45, -0.36, 0.59], [-0.02, 0.14, -0.42], [0.08, -0.10, 0.04], [0.07, 0.09, 0.08], [0.34, 0.17, -0.23], [0.00, -0.01, 0.04], [0.01, -0.10, -0.01], [0.06, -0.01, 0.01], [-0.03, 0.08, 0.04], [-0.03, 0.01, -0.07], [-0.07, 0.04, -0.23], [-0.02, -0.01, -0.02], [0.03, -0.05, 0.04], [-0.04, 0.02, -0.02], [-0.04, 0.03, 0.05], [0.06, -0.05, 0.00], [0.00, -0.04, 0.04], [-0.04, -0.03, -0.03], [-0.02, 0.07, 0.01], [0.02, 0.00, -0.04], [-0.02, -0.04, 0.01], [-0.04, -0.04, 0.00], [0.03, -0.03, -0.04], [-0.01, 0.00, -0.03], [0.02, -0.01, 0.04], [0.02, -0.03, 0.00], [0.01, 0.02, -0.02], [-0.03, 0.02, -0.04], [-0.02, 0.00, 0.01], [0.03, 0.02, -0.01], [0.02, 0.03, -0.01], [-0.01, -0.03, 0.04], [0.08, 0.04, 0.01], [0.02, 0.02, -0.04], [0.00, 0.00, -0.03], [-0.02, -0.02, 0.03], [-0.01, 0.08, 0.02], [-0.02, 0.04, 0.02], [-0.01, 0.00, 0.01], [0.00, -0.02, -0.03], [-0.04, 0.01, 0.02], [0.03, -0.05, 0.00], [0.02, 0.00, 0.05], [0.03, 0.08, -0.01], [0.00, 0.04, 0.04], [-0.01, -0.05, 0.11], [-0.07, 0.06, 0.09], [0.07, 0.00, -0.11], [-0.05, -0.08, 0.02], [0.05, -0.13, -0.04], [-0.02, -0.02, 0.02], [0.00, 0.19, 0.07], [-0.08, 0.04, 0.12], [-0.26, -0.03, 0.19], [0.40, 0.00, 0.08], [-0.03, -0.02, -0.24], [-0.10, 0.09, 0.02], [0.07, -0.24, 0.08], [0.05, 0.09, -0.35], [-0.21, 0.35, 0.55], [0.14, -0.09, 0.06], [1.30, 0.14, -0.28], [0.01, 0.01, 0.01], [-0.02, -0.03, -0.02], [0.03, -0.02, 0.00], [-0.08, 0.04, 0.01], [0.02, -0.01, -0.08], [-0.01, 0.00, 0.00], [-0.01, -0.02, 0.00], [-0.01, 0.01, 0.01], [0.00, 0.05, 0.03], [0.03, -0.02, -0.04], [0.02, -0.01, 0.01], [0.08, 0.04, 0.00], [-0.02, -0.25, -0.07], [-0.02, 0.16, -0.05], [0.11, -0.09, 0.13], [-0.06, 0.30, -0.04], [0.50, -0.36, 0.32], [0.36, -0.69, 0.98], [-0.24, 0.19, 0.00], [0.00, -0.01, 0.00], [0.02, -0.01, -0.01], [0.01, 0.01, 0.02], [0.02, -0.01, 0.02], [-0.02, 0.01, -0.02]]
}

***

No. 3
{
  "formula": "C3H12N4",
  "method": "ωB97M-V/def2-TZVPD",
  "lumo_energy_ha": 0.025,
  "de_lowest_kcal_mol": 76.4,
  "homo_energy_ha": -0.315,
  "orbital_gap_ev": 9.239,
  "species": ["C", "N", "N", "N", "H", "H", "H", "H", "H", "H", "H", "C", "C", "N", "H", "H", "H", "H", "H"],
  "positions_angstrom": [[-0.9244, 1.4398, -0.1871], [-0.2811, 0.3530, 0.5364], [-1.3966, -1.7187, -1.1589], [-0.5352, 0.2891, 1.9151], [-1.2135, -0.4388, 2.1347], [0.3352, 0.0908, 2.4145], [-2.0045, -1.3330, -1.8868], [-1.5560, -1.5642, -0.1598], [-1.9643, 1.5447, 0.1349], [-0.3762, 2.3740, -0.0318], [-0.9533, 1.2204, -1.2560], [1.8365, 0.4866, -0.7680], [0.8447, -0.3534, 0.0325], [1.4145, -1.3067, 0.7559], [0.7120, -1.6727, 1.4031], [-0.2034, -1.4884, -1.0229], [2.3202, 1.2101, -0.1069], [1.3385, 1.0354, -1.5679], [2.6068, -0.1679, -1.1811]],
  "atomic_forces_ev_per_a": [[0.31, -0.10, 0.11], [0.74, -0.67, -0.71], [4.74, -0.52, 1.40], [-0.26, -0.02, -0.09], [0.18, 0.02, 0.00], [-0.27, 0.13, -0.20], [0.85, 0.39, 0.88], [-1.28, 0.27, -0.95], [0.25, 0.00, 0.11], [-0.23, 0.15, 0.00], [0.11, -0.12, 0.13], [-0.66, -0.55, -0.99], [2.01, 1.29, 4.21], [-1.64, 0.73, -1.97], [0.21, -0.08, 0.12], [-4.85, -0.90, -2.08], [-0.25, -0.14, 0.11], [0.19, 0.01, -0.09], [-0.16, 0.12, 0.01]]
}